1.
The following is a quantum chemistry calculation of one molecule with the formula C7H9NO2S2, from the Open Molecules 2025 dataset.

Calculated values
LUMO: 0.389 eV
energy relative to the best compared isomer or geometry (same formula, charge and spin): 25.3 kcal/mol
charge: 0
2S+1: 1
SMILES: N[C@@H](C(=O)O)[C@H](S)c1cccs1

Each line ends with the natural charge from an NBO analysis.
Cartesian coordinates (Å):
1 S 0.617 2.481 -0.545  -0.02
2 S -2.040 -0.322 -1.495  0.53
3 O 3.280 0.867 -0.056  -0.59
4 O 3.413 -1.343 0.096  -0.66
5 N 0.912 -1.706 0.221  -0.89
6 C 1.298 -0.323 0.205  -0.19
7 C -2.956 0.521 0.727  -0.24
8 C 2.753 -0.200 0.112  0.77
9 C -1.601 0.804 0.760  -0.27
10 C 0.414 0.660 -0.727  -0.33
11 C -1.060 0.408 -0.413  -0.26
12 C -3.342 -0.138 -0.409  -0.46
13 H -1.016 1.225 1.451  0.22
14 H -4.412 -0.444 -0.733  0.25
15 H 1.937 2.494 -0.800  0.16
16 H 2.825 -2.052 0.414  0.51
17 H 1.185 0.144 1.163  0.24
18 H 0.418 0.416 -1.795  0.22
19 H 0.302 -2.134 0.976  0.40
20 H -3.611 0.838 1.519  0.23
21 H 0.683 -2.196 -0.672  0.39

---

2.
The following is a quantum chemistry calculation of one molecule with the formula C7H9NO4, from the Open Molecules 2025 dataset.

Calculated values
LUMO (alpha / beta): -1.715 / -1.966 eV
energy relative to the best compared isomer or geometry (same formula, charge and spin): 167.1 kcal/mol
charge: 0
2S+1: 1

Each line ends with the natural charge from an NBO analysis.
Cartesian coordinates (Å):
1 O -0.283 -2.424 -2.362  -0.45
2 O 0.449 -2.327 2.143  -0.59
3 O 0.629 -0.566 -2.938  -0.53
4 O -1.682 1.863 0.771  -0.55
5 N -0.187 -1.229 -2.253  0.46
6 C 1.024 1.128 -0.266  -0.48
7 C 0.896 -1.214 1.623  0.35
8 C -1.582 1.304 -0.314  0.44
9 C -0.786 -0.683 -1.174  -0.27
10 C 0.878 1.193 1.199  0.05
11 C -0.391 0.752 -0.973  -0.37
12 C 0.555 0.117 2.011  -0.40
13 H -2.409 1.205 -1.022  0.13
14 H -1.564 -1.331 -0.721  0.23
15 H 1.577 -1.333 0.785  0.20
16 H 0.669 2.226 1.494  0.24
17 H 1.261 2.008 -0.713  0.23
18 H -0.364 -2.152 2.630  0.50
19 H -0.171 0.998 -2.063  0.33
20 H -0.078 0.133 2.841  0.22
21 H 1.561 0.333 -0.700  0.26

---

3.
The following is a quantum chemistry calculation of one molecule with the formula C7H9NOS, from the Open Molecules 2025 dataset.

Calculated values
LUMO (alpha / beta): 0.198 / -0.208 eV
energy relative to the best compared isomer or geometry (same formula, charge and spin): 101.5 kcal/mol
charge: 0
2S+1: 1

Each line ends with the natural charge from an NBO analysis.
Cartesian coordinates (Å):
1 S 1.436 -1.414 -0.134  0.28
2 O 1.894 1.152 -0.676  -0.50
3 N -1.112 -0.271 -0.555  -0.41
4 C -0.876 0.059 -1.919  -0.13
5 C 2.034 1.260 0.721  -0.28
6 C -2.177 -0.668 1.371  -0.30
7 C -0.220 -1.005 0.326  -0.04
8 C -2.287 -0.267 0.081  -0.04
9 C 1.927 -0.101 -1.178  -0.08
10 C -0.818 -1.233 1.523  -0.32
11 H -0.263 -1.364 2.431  0.24
12 H 1.007 1.244 1.391  0.19
13 H -0.262 0.921 -2.121  0.18
14 H 2.449 2.282 0.951  0.20
15 H 2.696 0.519 1.144  0.20
16 H -1.490 -0.391 -2.631  0.17
17 H 2.182 -0.186 -2.226  0.21
18 H -3.081 -0.718 2.073  0.23
19 H -3.038 0.181 -0.570  0.21

---

4.
The following is a quantum chemistry calculation of one molecule with the formula C7H9NSe, from the Open Molecules 2025 dataset.

Calculated values
LUMO: 0.280 eV
energy relative to the best compared isomer or geometry (same formula, charge and spin): 93.5 kcal/mol
charge: 0
2S+1: 1
SMILES: C[Se]/C=C/C=C\C=C=N

Each line ends with the natural charge from an NBO analysis.
Cartesian coordinates (Å):
1 Se -2.668 -0.557 -0.863  0.19
2 N 1.654 -1.685 -1.095  -0.64
3 C 2.525 0.082 0.528  -0.49
4 C 0.673 1.862 -0.145  -0.27
5 C 1.959 1.417 0.258  -0.15
6 C -0.645 1.409 -0.325  -0.29
7 C 2.056 -0.844 -0.363  0.50
8 C -0.846 0.028 -0.291  -0.30
9 C -2.837 -1.443 0.912  -0.76
10 H 2.642 2.163 0.254  0.20
11 H -1.497 1.789 -0.997  0.25
12 H -3.046 -2.491 0.829  0.22
13 H 0.686 2.996 -0.212  0.20
14 H -1.885 -1.078 1.301  0.23
15 H 1.845 -1.852 -2.130  0.42
16 H 3.411 -0.122 1.047  0.25
17 H -0.374 -0.849 -0.143  0.20
18 H -3.654 -0.824 1.435  0.23

---

5.
The following is a quantum chemistry calculation of an isolated ion of composition C7H9O2S and charge -1, from the Open Molecules 2025 dataset.

Calculated values
LUMO (alpha / beta): 3.824 / 3.824 eV
energy relative to the best compared isomer or geometry (same formula, charge and spin): 101.3 kcal/mol
charge: -1
2S+1: 1
SMILES: CC1=S(=O)=C([O-])C=CCC1

Each line ends with the natural charge from an NBO analysis.
Cartesian coordinates (Å):
1 S -1.019 -1.402 -0.101  1.08
2 O -0.473 -2.192 2.416  -0.59
3 O -0.220 -2.139 -1.097  -1.06
4 C -1.148 0.245 -0.793  -0.51
5 C -2.353 1.000 -0.375  -0.66
6 C 0.025 -1.583 1.468  0.33
7 C 1.369 0.335 -0.778  -0.47
8 C 0.042 1.159 -0.666  -0.44
9 C 1.968 -0.240 0.562  -0.07
10 C 1.367 -1.050 1.396  -0.36
11 H -0.086 1.681 0.240  0.17
12 H 3.027 -0.124 0.558  0.18
13 H 1.095 -0.475 -1.346  0.27
14 H -2.155 1.950 -0.827  0.19
15 H 2.170 0.839 -1.248  0.18
16 H -2.400 1.240 0.689  0.15
17 H 1.957 -1.384 2.244  0.19
18 H 0.033 1.730 -1.666  0.19
19 H -3.198 0.410 -0.676  0.21

---

6.
The following is a quantum chemistry calculation of a 6-piece molecular cluster, C80H180F2NO4P5S2 overall, from the Open Molecules 2025 dataset.

Calculated values
LUMO: -5.938 eV
energy relative to the best compared isomer or geometry (same formula, charge and spin): 85.8 kcal/mol
charge: +4
2S+1: 1

Each line ends with the Löwdin charge.
Cartesian coordinates (Å):
1 S -1.598 0.066 -8.204  0.54
2 S 0.856 0.243 -8.492  0.48
3 P -6.846 -2.852 -7.812  1.07
4 P 8.773 5.293 -7.134  0.99
5 P 1.707 -2.216 -13.640  1.02
6 P -1.101 4.637 -8.755  1.02
7 P 6.617 -4.730 -4.655  1.01
8 F -2.794 0.445 -9.215  -0.21
9 F 1.913 1.445 -8.604  -0.21
10 O -1.536 -1.356 -8.388  -0.27
11 O 1.432 -0.754 -9.398  -0.30
12 O -2.188 0.552 -6.964  -0.29
13 O 0.913 0.077 -7.034  -0.30
14 N -0.422 1.049 -8.895  -0.28
15 C -2.838 3.740 -3.574  -0.07
16 C -9.682 -3.043 -7.537  -0.27
17 C -6.481 3.901 -9.208  -0.12
18 C -6.438 -3.495 -6.114  -0.24
19 C -2.534 3.792 -9.492  -0.23
20 C 5.170 -2.949 -8.216  -0.27
21 C -0.075 -2.173 -13.394  -0.22
22 C 3.800 6.079 -9.968  -0.11
23 C 8.097 -7.189 -4.895  -0.22
24 C -1.633 3.737 -4.607  -0.25
25 C 3.726 -3.337 -7.985  -0.09
26 C 2.759 5.002 -10.284  -0.24
27 C 4.785 -5.678 -12.859  -0.08
28 C -0.888 4.022 -6.979  -0.21
29 C -7.094 1.281 -6.677  -0.23
30 C 1.602 5.101 -9.241  -0.23
31 C 5.237 -2.500 -3.129  -0.20
32 C 5.880 -4.683 -6.280  -0.22
33 C 9.541 -9.459 -4.879  -0.09
34 C -2.082 4.171 -5.991  -0.26
35 C -5.442 -4.897 -9.349  -0.23
36 C 0.348 4.454 -9.801  -0.28
37 C 10.031 -4.438 -2.966  -0.28
38 C 6.825 2.082 -4.299  -0.12
39 C -1.370 8.847 -9.361  -0.28
40 C 3.748 -5.439 -11.732  -0.24
41 C 10.461 5.608 -10.320  -0.27
42 C 1.379 -4.303 -15.633  -0.23
43 C 6.099 -3.256 -7.049  -0.19
44 C -8.453 -3.472 -8.325  -0.29
45 C -1.158 7.370 -9.722  -0.24
46 C -0.541 -2.255 -11.862  -0.22
47 C -1.416 9.818 -10.476  -0.12
48 C 8.774 7.061 -6.625  -0.24
49 C 10.189 4.718 -7.948  -0.27
50 C 10.046 9.729 -5.918  -0.09
51 C -5.612 1.485 -6.319  -0.10
52 C -12.147 -3.418 -7.217  -0.10
53 C 1.115 -5.634 -17.725  -0.11
54 C 5.398 -4.016 -3.429  -0.23
55 C 5.442 2.970 -7.942  -0.24
56 C -6.991 -0.969 -7.818  -0.23
57 C 9.158 9.452 -7.154  -0.26
58 C 5.084 1.543 -7.654  -0.09
59 C -10.869 -3.842 -7.890  -0.29
60 C 7.324 3.331 -3.635  -0.22
61 C -1.350 6.409 -8.549  -0.27
62 C 10.666 -4.290 -1.613  -0.10
63 C 2.547 -4.735 -12.287  -0.25
64 C 6.936 3.349 -8.123  -0.21
65 C 8.915 -3.426 -3.282  -0.22
66 C -4.783 -5.313 -10.677  -0.25
67 C 7.221 4.824 -7.934  -0.28
68 C -5.025 -3.344 -5.653  -0.28
69 C 7.430 4.463 -4.672  -0.21
70 C 8.099 -3.692 -4.570  -0.27
71 C 1.409 1.048 -12.161  -0.22
72 C -2.953 -1.202 -12.189  -0.06
73 C 8.688 4.342 -5.590  -0.27
74 C -4.507 -1.917 -5.667  -0.25
75 C 2.124 -4.834 -16.920  -0.23
76 C -5.110 3.235 -9.550  -0.22
77 C 7.041 -6.388 -4.054  -0.26
78 C 10.590 5.239 -11.800  -0.09
79 C 0.788 1.999 -13.288  -0.06
80 C -7.426 -0.191 -6.558  -0.23
81 C 10.214 4.377 -9.447  -0.22
82 C -3.058 -1.879 -5.093  -0.08
83 C -3.998 4.187 -8.896  -0.16
84 C 8.506 -8.530 -4.210  -0.27
85 C 2.689 -3.204 -12.365  -0.23
86 C -3.323 -5.757 -10.717  -0.10
87 C 3.974 -0.329 -3.644  -0.10
88 C 2.041 -3.051 -15.148  -0.32
89 C 4.249 -1.744 -4.046  -0.26
90 C -5.548 -3.425 -8.963  -0.25
91 C 2.447 -0.570 -13.844  -0.26
92 C -2.054 -2.436 -11.753  -0.23
93 C 2.669 0.275 -12.644  -0.23
94 C 9.059 8.044 -7.744  -0.26
95 H -7.289 3.282 -9.596  0.07
96 H -5.467 -2.849 -9.885  0.10
97 H -3.296 -6.614 -10.045  0.08
98 H 5.577 -3.424 -9.108  0.10
99 H 6.087 -6.914 -4.099  0.10
100 H -6.866 -0.580 -5.708  0.09
101 H 2.575 -4.043 -17.519  0.11
102 H -8.265 -4.523 -8.108  0.10
103 H 3.787 -4.415 -7.838  0.07
104 H 3.357 -2.347 -4.215  0.11
105 H 5.863 0.815 -7.878  0.07
106 H 9.613 4.680 -5.123  0.10
107 H -2.840 -6.024 -11.657  0.08
108 H -0.713 2.946 -6.992  0.07
109 H -7.636 -0.748 -8.669  0.10
110 H -5.031 -4.549 -11.414  0.10
111 H -2.811 -0.847 -4.843  0.06
112 H 4.814 -4.874 -6.154  0.08
113 H 7.445 5.492 -4.311  0.11
114 H -5.419 -6.077 -11.123  0.11
115 H -3.217 4.760 -3.510  0.07
116 H 9.964 7.926 -8.341  0.11
117 H 6.008 -2.432 -6.340  0.07
118 H 2.588 -2.747 -11.380  0.08
119 H -2.491 4.143 -10.523  0.09
120 H 9.352 10.041 -8.050  0.11
121 H -10.789 -4.814 -7.405  0.12
122 H 0.354 -4.015 -15.863  0.11
123 H 9.635 6.286 -10.105  0.09
124 H -0.420 9.988 -10.884  0.08
125 H 9.692 -10.336 -4.250  0.08
126 H 2.988 -0.235 -11.734  0.10
127 H -0.802 4.354 -4.264  0.11
128 H 1.964 -2.234 -15.866  0.11
129 H 6.443 3.623 -3.063  0.12
130 H 3.012 -5.451 -16.779  0.11
131 H 3.107 -3.170 -14.954  0.10
132 H 0.680 0.294 -11.864  0.06
133 H -2.611 -0.966 -13.196  0.06
134 H -2.994 -2.524 -4.216  0.08
135 H -0.213 7.354 -10.264  0.11
136 H 3.328 4.084 -10.135  0.08
137 H -12.117 -3.467 -6.128  0.08
138 H 0.104 1.475 -13.956  0.06
139 H 5.170 -1.908 -8.539  0.10
140 H -2.301 -2.276 -5.769  0.07
141 H 3.338 7.062 -10.062  0.08
142 H -4.543 -1.503 -6.675  0.08
143 H -5.247 2.462 -6.635  0.05
144 H 0.541 -6.346 -17.133  0.08
145 H 4.259 0.470 -4.328  0.04
146 H 9.783 -5.497 -3.039  0.09
147 H 10.051 -4.655 -0.791  0.08
148 H -0.127 -1.433 -11.278  0.07
149 H 5.195 -4.797 -13.351  0.07
150 H 8.821 3.291 -5.847  0.08
151 H -1.898 7.165 -10.496  0.11
152 H -8.504 -0.268 -6.420  0.11
153 H 4.526 -6.525 -13.494  0.08
154 H -5.116 2.218 -9.159  0.08
155 H -0.542 9.164 -8.726  0.11
156 H 3.499 -6.381 -11.244  0.12
157 H 4.422 0.009 -2.709  0.08
158 H -6.003 -0.585 -8.070  0.07
159 H -5.149 -5.547 -8.524  0.12
160 H 11.436 -5.059 -1.550  0.08
161 H -8.572 -3.209 -9.377  0.12
162 H 4.867 3.371 -8.777  0.09
163 H 1.496 -6.222 -18.561  0.08
164 H 2.249 -5.068 -13.281  0.09
165 H 10.691 6.185 -12.332  0.08
166 H 8.213 9.807 -6.744  0.11
167 H 4.339 1.115 -8.326  0.06
168 H 0.191 5.045 -10.703  0.10
169 H 3.366 -0.963 -14.279  0.10
170 H 2.447 4.989 -11.329  0.11
171 H 7.292 -6.270 -3.000  0.10
172 H 0.237 2.841 -12.869  0.05
173 H -2.513 3.416 -2.586  0.07
174 H 1.651 2.378 -13.835  0.07
175 H -4.210 5.217 -9.184  0.11
176 H -12.370 -2.375 -7.441  0.08
177 H 6.392 5.198 -7.332  0.08
178 H 5.447 -4.626 -2.526  0.09
179 H 2.888 -0.247 -3.690  0.08
180 H -6.717 4.800 -9.778  0.08
181 H 8.231 3.207 -3.043  0.12
182 H -4.106 4.022 -7.824  0.07
183 H 7.685 -2.731 -4.877  0.07
184 H 7.722 -7.541 -5.856  0.11
185 H 6.843 1.198 -3.662  0.07
186 H 0.402 -4.897 -18.093  0.08
187 H 5.660 -6.126 -12.387  0.07
188 H 9.579 7.072 -5.890  0.10
189 H 4.621 6.031 -10.683  0.08
190 H 4.482 -4.449 -3.830  0.09
191 H -7.695 1.825 -5.948  0.12
192 H -2.294 8.962 -8.793  0.12
193 H -4.680 -3.138 -8.369  0.08
194 H -3.743 3.221 -3.888  0.06
195 H 9.711 4.787 -12.258  0.08
196 H -0.377 -1.227 -13.844  0.09
197 H 11.358 6.125 -9.979  0.12
198 H -4.025 -1.395 -12.236  0.06
199 H 8.251 -3.330 -2.423  0.11
200 H 4.855 -2.406 -2.112  0.12
201 H -1.230 2.735 -4.755  0.10
202 H -2.446 5.189 -5.854  0.11
203 H -4.324 -4.011 -6.157  0.11
204 H 6.192 -1.975 -3.091  0.10
205 H -2.857 3.444 -6.234  0.09
206 H 9.633 9.176 -5.074  0.06
207 H -6.464 -5.256 -9.469  0.10
208 H 1.925 -0.151 -14.704  0.11
209 H -4.887 0.735 -6.638  0.04
210 H 9.120 -9.828 -5.814  0.07
211 H 10.716 -4.274 -3.798  0.11
212 H 3.738 -3.129 -12.649  0.09
213 H 1.527 1.567 -11.209  0.07
214 H 11.232 -3.370 -1.465  0.09
215 H -5.511 1.289 -5.252  0.08
216 H 10.503 3.837 -7.388  0.11
217 H -0.480 -3.056 -13.888  0.09
218 H -9.899 -2.053 -7.938  0.12
219 H -2.157 2.810 -9.776  0.06
220 H -2.232 6.437 -7.910  0.10
221 H -5.033 3.309 -10.635  0.10
222 H 7.099 -3.233 -7.481  0.11
223 H 3.524 0.938 -12.781  0.12
224 H -2.151 -3.347 -12.342  0.10
225 H 9.327 3.795 -9.696  0.10
226 H 11.075 3.791 -9.770  0.12
227 H 1.338 6.155 -9.147  0.09
228 H 1.165 -5.084 -14.903  0.11
229 H -10.894 -4.045 -8.960  0.13
230 H -7.171 1.677 -7.689  0.09
231 H 5.767 2.093 -4.562  0.06
232 H -1.830 9.405 -11.395  0.08
233 H -1.861 10.779 -10.217  0.09
234 H 4.048 -4.861 -10.857  0.09
235 H -0.557 6.756 -7.887  0.10
236 H 4.294 6.038 -8.997  0.06
237 H 0.413 3.375 -9.946  0.07
238 H 7.137 5.583 -8.711  0.10
239 H 7.386 1.799 -5.189  0.06
240 H 8.881 -8.287 -3.216  0.10
241 H 9.057 -6.673 -4.906  0.09
242 H -2.312 -2.700 -10.727  0.08
243 H 8.283 8.117 -8.506  0.11
244 H 9.895 10.788 -5.708  0.08
245 H 7.571 2.762 -7.460  0.09
246 H -9.428 -2.923 -6.484  0.12
247 H 7.786 7.202 -6.187  0.11
248 H -0.069 4.665 -6.657  0.09
249 H 9.398 -2.454 -3.381  0.12
250 H 10.496 -8.970 -5.072  0.08
251 H -6.616 -4.570 -6.089  0.11
252 H 6.292 -5.493 -6.881  0.10
253 H 7.565 -9.068 -4.098  0.11
254 H 7.138 3.062 -9.155  0.11
255 H 1.750 -4.867 -11.555  0.11
256 H -7.156 -3.115 -5.387  0.10
257 H 4.640 -1.620 -5.056  0.08
258 H -2.711 -4.992 -10.238  0.05
259 H 2.033 4.690 -8.328  0.12
260 H 8.791 -3.947 -5.373  0.11
261 H -4.892 -3.817 -4.680  0.13
262 H 11.100 9.463 -6.000  0.08
263 H 3.280 -2.891 -7.096  0.08
264 H -6.643 4.132 -8.156  0.07
265 H -5.122 -1.437 -4.905  0.11
266 H -2.902 -0.322 -11.549  0.05
267 H 5.027 3.555 -7.121  0.10
268 H 4.943 1.407 -6.582  0.06
269 H -12.931 -4.102 -7.543  0.09
270 H 11.455 4.650 -12.105  0.08
271 H 3.144 -3.001 -8.843  0.06
272 H -0.054 -3.062 -11.314  0.10
273 H 6.566 4.415 -5.333  0.09
274 H 10.951 5.431 -7.632  0.11